w.
Formula: C21H56O21S7
Source: the OMol25 dataset
Level of theory: ωB97M-V/def2-TZVPD

Output
LUMO, eV: -0.1
SMILES: CCOS(C)(=O)=O.CCOS(C)(=O)=O.CCOS(C)(=O)=O.CCOS(C)(=O)=O.CCOS(C)(=O)=O.CCOS(C)(=O)=O.CCOS(C)(=O)=O

Geometry as ORCA input:
```
! RIJCOSX wB97M-V def2-TZVPD def2/J DEFGRID3
* xyz 0 1
H 14.7783 -18.3287 43.0438
S 10.2921 -18.3297 40.0102
C 15.6861 -28.6709 38.0054
O 8.9642 -24.6425 43.3576
H 10.4933 -28.1652 42.3287
H 12.8893 -25.3656 39.8363
H 14.6022 -12.1516 44.7644
O 10.9153 -25.8606 42.2800
O 11.7133 -18.1472 39.8217
H 13.0737 -19.7403 44.4291
S 11.1338 -21.4617 43.1170
C 16.5921 -11.5804 45.3958
C 10.5736 -25.9909 44.9303
O 17.2499 -14.8597 45.7199
H 8.3525 -21.7500 40.8489
C 14.1445 -24.9674 38.2069
H 9.5470 -16.1377 37.4675
H 5.4180 -21.6460 45.5554
O 6.5913 -21.4310 39.7240
C 9.7865 -17.7982 41.6388
H 4.3406 -22.9420 45.9308
O 11.9208 -20.0654 42.7684
H 10.3734 -14.1079 38.2974
H 14.3948 -15.0296 44.2368
H 13.9376 -20.5924 43.2065
H 15.7165 -16.1712 44.1948
H 14.8333 -29.0790 38.5446
H 16.8587 -11.0181 44.5048
H 10.5008 -17.0220 41.9103
H 9.7676 -14.8787 39.6899
H 4.9613 -22.6557 44.2318
H 12.9390 -23.6648 39.3615
S 9.8964 -25.7633 43.2850
O 11.5685 -21.9156 44.4153
C 14.9311 -15.7704 44.8308
H 8.5293 -21.7747 39.1205
H 11.1751 -16.7801 37.8625
H 17.4422 -12.0717 45.8590
O 15.5105 -15.5791 47.3553
C 5.1875 -22.6831 45.2963
H 11.5745 -23.4777 41.9977
H 8.0275 -29.5370 43.5513
O 8.9501 -27.1023 43.2647
H 9.0835 -28.2978 41.5095
C 7.8678 -22.0791 39.9261
H 13.7902 -18.6362 41.7059
O 9.6386 -19.5756 39.7375
C 9.3424 -22.5328 46.2585
S 15.8580 -14.9283 46.1056
C 13.1888 -19.8045 43.3414
O 13.9320 -27.3821 36.4108
C 15.5401 -12.6518 45.0013
H 9.6688 -26.1334 45.5145
C 11.8041 -22.4332 41.7748
C 10.5295 -14.9929 38.9110
H 9.3441 -30.3477 42.7071
H 9.6232 -29.6274 44.2675
O 9.4535 -17.1680 39.1395
H 16.0598 -10.9565 46.1121
O 6.8294 -23.1127 46.9324
C 9.4213 -28.2547 42.5508
S 8.3190 -23.6069 47.3551
H 14.2081 -16.4297 45.2930
H 14.9433 -24.2983 37.8888
O 8.4315 -25.0057 47.0288
S 5.7357 -20.9269 40.9770
H 11.2433 -26.8433 44.8733
O 16.2835 -26.6240 36.5203
H 11.0642 -25.0559 45.1928
S 15.1325 -27.1616 37.1773
H 8.5800 -24.0921 39.7615
H 14.3015 -24.3401 40.2761
H 13.2162 -17.5827 43.0576
H 16.5773 -28.5438 38.6064
H 8.9269 -21.5610 46.5304
H 7.1387 -23.3693 44.8336
C 7.6453 -23.5704 39.9948
H 6.1965 -24.6141 45.6689
H 7.0810 -18.8776 40.9715
C 9.0937 -29.4810 43.3259
O 5.5957 -21.9952 41.9442
O 15.2125 -13.4681 46.1484
H 12.8878 -22.3939 41.6764
H 10.3767 -22.4823 46.5770
O 9.7632 -21.1039 42.8849
H 9.1194 -22.7844 45.2284
C 10.2562 -16.3676 38.2663
H 15.8638 -29.3294 37.1553
H 7.6464 -20.1904 42.0717
C 6.7889 -19.6481 41.6782
H 9.8264 -18.7026 42.2415
H 6.9321 -23.8651 39.2242
H 15.9169 -13.1844 44.1292
O 8.6612 -23.1760 48.6751
O 14.7718 -26.2618 38.4541
C 13.7297 -18.5035 42.7902
H 11.4857 -14.9544 39.4354
C 13.5494 -24.5573 39.5194
H 13.3615 -25.1035 37.4623
H 6.1324 -19.1895 42.4161
C 6.3941 -23.5465 45.6117
H 8.8100 -17.3232 41.6429
H 7.3185 -23.9416 40.9635
H 11.3638 -22.1096 40.8347
O 4.5724 -20.2461 40.4429
*
```

x.
Formula: C21H56O21S7
Source: the OMol25 dataset
Level of theory: ωB97M-V/def2-TZVPD

Output
LUMO, eV: 0.0

Geometry as ORCA input:
```
! RIJCOSX wB97M-V def2-TZVPD def2/J DEFGRID3
* xyz 0 1
H 0.2232 -7.2806 -1.9921
H -6.9370 2.3706 0.8369
H -0.0217 -6.0708 -3.2208
H 1.9772 3.3597 -0.9987
H 0.5616 3.5032 -3.0523
O -2.3502 2.5977 -4.2703
S -4.9367 0.9758 0.8225
H -3.3215 1.0139 -0.9897
O -0.8005 4.2353 1.8813
C 5.5390 1.9933 2.0307
C 4.0327 1.3730 -0.7996
O 1.6254 -1.4222 1.3119
S 1.2687 -0.2782 0.5118
O 2.9177 -3.2432 -1.6420
O -0.7117 -3.3621 -1.6226
C 2.7545 -5.8935 -1.8749
H -2.2698 0.1548 0.1916
H 6.6202 2.1309 2.0338
H -0.4407 -0.9100 -2.4543
H -1.5612 -2.0272 0.1678
H -2.0306 2.9105 4.0404
S 0.0886 3.6979 3.2172
H -1.0735 -0.0620 2.5497
H 0.0846 -2.2396 -0.5791
H -1.8318 4.5354 4.5936
H 2.0657 -5.8005 -2.7146
C -2.3802 0.8025 1.0613
H -1.8094 -7.2376 -1.4989
O 0.6795 2.3503 3.0035
H -1.0084 3.2632 5.4593
O 0.9568 4.8131 3.5847
H -5.7334 3.1210 1.7679
H 5.4867 3.1360 3.7259
O 1.9740 -0.0044 -0.6648
H -0.5404 2.6445 0.8084
H 3.0179 -1.6862 1.2974
C -5.8603 2.5398 0.8546
H -2.7220 4.5763 0.2777
C -1.2951 3.5959 4.4617
C -1.3679 3.3086 1.0584
C 0.3090 2.7383 -2.3180
C -0.7863 -1.5942 -0.4648
H 4.4166 -2.6056 0.8089
S 3.5275 2.7880 0.3643
H -2.3633 0.5873 3.2646
S 3.9438 -4.5726 -1.8716
O 3.2199 3.9167 -0.4724
C 4.9767 2.2112 3.4560
H 0.4931 4.2862 -0.7579
H -2.5716 3.1769 -0.8157
H -4.3153 1.4436 -2.3993
H -3.1019 -2.9533 -0.2152
H 0.5921 2.5160 -0.2916
C -2.0264 3.8692 -0.1742
H 1.9720 -3.8492 0.0383
O -0.3504 -0.3098 0.0936
O 5.0190 2.9699 1.0563
H 1.5098 -2.3951 -0.5267
C -0.0282 -6.2307 -2.1426
O -2.2805 -3.3583 -3.6585
H 5.4537 1.4170 4.0303
H -2.0586 2.6764 1.6165
H 0.5606 -5.5267 -1.5545
H 3.9770 -1.2666 -0.1073
H -1.6649 -2.1903 -2.2624
H -2.6425 -0.9436 2.4122
H 5.3261 0.9671 1.7312
H -2.1091 -0.6031 -1.8694
O 4.6313 -4.2978 -3.1283
C -2.1431 0.0237 2.3580
C -1.4011 -6.2274 -1.5296
C 0.8889 3.2977 -0.9908
O -3.4852 1.6018 1.2074
H 1.6588 1.1282 2.5178
H 2.3904 -6.0097 -0.8541
H -3.6972 -2.1851 -1.7958
H 3.4917 -6.6564 -2.1247
O 2.5197 2.3932 1.4051
H -3.6616 2.7669 -1.4818
S -2.0759 1.8117 -3.0275
O -2.3694 -5.3883 -2.0801
H 3.0533 0.9852 -1.0798
O 4.7784 -4.7782 -0.6427
C -1.2543 -1.2783 -1.8293
C -3.4618 1.7406 -1.7899
C 3.5275 -2.1027 0.4285
C 1.1020 1.2117 1.5845
H 1.4265 2.1018 1.0455
O -1.3413 0.5408 -3.1020
H -1.5238 1.4739 1.1244
S -1.9533 -3.7504 -2.2626
C 2.4349 -2.9478 -0.3634
H -5.5869 3.1549 -0.0027
H 4.7988 0.6774 -0.4571
O -1.0774 2.7365 -2.0685
H 0.0393 1.2780 1.8177
C -3.3386 -3.0715 -1.2726
H -4.2301 -3.6984 -1.2550
H 0.8459 1.8072 -2.4992
H -1.2966 4.3569 -0.8204
H -1.3579 -6.0439 -0.4560
H 3.8999 2.1884 3.6238
H 4.3603 1.8643 -1.7158
O -4.9819 0.4827 -0.5602
O -5.4786 0.1632 1.9322
*
```

y.
Formula: C21H56O21S7
Source: the OMol25 dataset
Level of theory: ωB97M-V/def2-TZVPD

Output
LUMO, eV: 0.2
SMILES: CCOS(C)(=O)=O.CCOS(C)(=O)=O.CCOS(C)(=O)=O.CCOS(C)(=O)=O.CCOS(C)(=O)=O.CCOS(C)(=O)=O.CCOS(C)(=O)=O

Geometry as ORCA input:
```
! RIJCOSX wB97M-V def2-TZVPD def2/J DEFGRID3
* xyz 0 1
H 1.8313 -3.4884 -2.5573
C -4.6247 3.3956 -0.1223
H 5.0668 1.9778 3.8227
C -5.7421 4.2216 -0.6930
O 3.1923 -0.7340 6.0772
O -5.0919 5.1520 -1.5777
C 2.2320 -3.3794 5.8238
H 1.8472 -1.6331 -0.4338
H 5.3057 0.0670 -1.7615
H -3.2715 4.4202 3.7453
S -5.9663 6.2054 -2.3506
H -3.2840 8.2748 3.3086
H -0.8012 2.8497 2.7406
S 1.6795 -5.8293 -2.6356
S -2.9470 6.4183 1.8757
H -1.0215 -0.4445 -6.4299
C -1.7923 -3.0460 -2.9768
H -3.1297 6.7611 4.2297
C 4.4186 -1.7969 4.0067
C -1.0698 -0.8756 0.0996
H -1.9259 -1.4684 -0.2135
C 2.5195 -4.2960 -2.3247
C 2.0611 -6.5706 -6.4154
H -6.8200 7.0582 -0.3424
C 1.9859 -1.6931 0.6475
H -2.8078 -2.8794 -3.3327
H 5.2975 -1.2106 3.7543
O -4.3311 6.0772 1.7626
S 3.4077 1.6088 2.1635
H 0.8498 -5.1165 -5.3041
O -0.4649 -1.3392 1.3336
H 6.1703 -0.7662 -0.4618
S 4.1816 -1.7000 5.7587
C -2.0222 -2.3350 -6.7908
H 0.9368 -5.1003 5.9810
O 0.3936 -1.6605 -2.7458
H -2.0204 0.8755 -0.6143
C 1.9997 -4.8746 5.9384
C 5.2510 -0.2372 -0.7190
H 2.8124 -7.3099 -6.1411
H 4.2175 3.4908 3.2542
H 3.4056 -4.2752 -2.9542
O 4.2574 0.5201 1.3537
S 0.5353 -2.5594 1.2062
O -5.1248 6.7090 -3.3696
H -6.5049 8.3629 -1.6054
H -6.2720 4.7655 0.0925
H -2.3267 0.6943 1.0256
H 1.6157 -2.7988 6.5098
O 5.4654 -1.6123 6.3739
H 2.8241 -4.2571 -1.2821
H 4.4646 -0.9902 -0.6295
O 0.2841 -5.5424 -2.7247
O -7.2371 5.6110 -2.6245
H 4.4643 -2.8408 3.7134
C 1.2771 -6.1111 -5.2105
H 5.4426 2.7515 2.2515
H -0.7503 1.2925 0.4999
H -4.0153 4.0953 0.4502
H 2.4169 -5.3608 5.0568
O -0.6025 -1.7636 -4.9333
C -6.1711 7.4503 -1.1165
S -0.8786 -1.5971 -3.3864
O 2.1614 -6.8234 -1.7672
H -2.0071 2.3224 3.9410
H -2.8667 -2.0283 -7.4041
H 2.8678 -2.2709 0.9042
H -1.3425 -3.9753 -3.3087
H -4.9080 2.5810 0.5456
H 1.4283 -7.0028 -7.1873
O 2.2165 -6.1537 -4.0917
C 4.6659 2.5376 2.9844
H -1.8279 -3.0508 -1.8859
H -6.5046 3.6562 -1.2286
O -1.7398 -0.4796 -3.1723
H 4.3861 1.6619 -0.3878
C -1.5184 0.5457 0.3052
H -1.6502 4.8769 4.1049
O 2.8051 2.4665 1.1979
O 0.7302 -3.0160 2.5416
H 5.9252 1.4118 0.4673
O -2.1266 5.0965 2.0947
C 4.9729 0.9531 0.1928
H 1.9460 -3.0292 4.8266
O 3.6365 -3.1493 6.0692
H -2.3305 -3.2242 -6.2325
H -1.7000 7.5242 3.5411
H -2.4029 -0.7621 -5.3764
C -1.8285 2.9655 3.0792
C -2.2559 4.3801 3.3413
H 0.4982 -6.8318 -4.9683
C -1.5583 -1.2179 -5.8862
H -4.0191 2.9228 -0.8963
H 3.5785 -1.3358 3.4880
H 1.9324 -0.7035 1.0866
C -2.7592 7.3268 3.3774
H 2.6256 -5.7362 -6.8386
H -0.2817 -0.8899 -0.6477
O -2.2497 7.1277 0.8612
H -2.4638 2.5596 2.2883
O 0.0786 -3.4322 0.1759
H -5.1706 7.6905 -0.7553
O 2.6616 0.8605 3.1122
H 2.5028 -5.2452 6.8303
H -1.2010 -2.7223 -7.3985
*
```

From most stable to least stable, the computed energies give y, w, x.